Formula: C8H26N2O4
Source: the Open Molecules 2025 dataset
Level of theory: the ωB97M-V functional and the def2-TZVPD basis

Calculated values
**Orbital gap**: 9.7 eV
**Charge**: 0
**SMILES**: COC[C@H](C)N.COC[C@H](C)N.O.O
**ΔE to the lowest compared entry with this formula, charge and spin**: 10.42 kcal per mole

```
40
C8H26N2O4 the ωB97M-V functional and the def2-TZVPD basis
H -1.8325 -3.6185 0.9086
H -0.2563 0.7365 0.0146
H -5.7900 -4.8620 2.8031
H -3.1725 -2.9389 2.8219
H 0.7658 4.2183 -0.0435
C 3.9411 2.9521 -0.2577
H -3.6706 -4.5413 -0.3641
C -2.4256 -1.6037 0.5647
H -0.5342 0.7378 -3.1020
H 0.3678 1.7110 -3.8473
O 4.8304 2.8024 -1.3302
H -1.9917 -1.2031 1.4868
H 3.7381 1.9741 0.2122
C 2.6435 3.5114 -0.7768
H -4.6374 -2.8196 1.7444
H 4.3310 3.6097 0.5320
H 2.8494 4.4054 -1.3706
C -2.7705 -3.0706 0.7238
H 1.4745 2.9903 0.9602
H -1.6797 -1.4889 -0.2245
C -4.7409 -5.0418 3.0760
H 2.7103 1.8711 -1.9875
C 1.7214 3.8717 0.3621
H 6.0091 1.6540 -0.0444
H 6.8374 3.0036 -0.8242
H -4.6151 -6.0984 3.3064
O -0.3912 1.1365 -3.9706
O -0.4996 1.0602 -0.8572
H 1.6689 2.9703 -2.4861
O -3.8762 -4.7081 2.0269
N 1.9718 2.4847 -1.6454
H 0.2714 1.5933 -1.1302
N -3.4550 -3.5592 -0.4761
H 6.4009 1.5697 -1.7727
C 6.0739 2.2323 -0.9718
H -2.8951 -3.4346 -1.3083
H -3.2779 -0.9721 0.3133
H 2.0957 4.6488 1.0279
H -4.5178 -4.4712 3.9865
C -3.6726 -3.3130 1.9196
```